# 1
Computed, not measured: 12 unconnected molecules or ions with the total composition C45H91NO15S at a distorted geometry, with ωB97M-V/def2-TZVPD.

## Properties
Total energy   -3350.55993 Ha
HOMO   -9.240 eV
HOMO-LUMO gap   0.3552 hartree
Lowest unoccupied orbital energy   0.016 hartree

Last column: Mulliken charge in e.
Geometry (Å):
O1 0.501 1.956 1.742  -0.807
S1 0.737 1.169 0.576  0.276
O2 1.569 1.711 -0.451  0.149
O3 1.251 -0.316 0.995  0.372
C1 0.380 -1.371 0.553  1.345
C2 -0.582 -0.715 -0.417  0.647
O4 -0.679 0.602 0.094  -0.160
H1 0.960 -2.172 0.096  -0.806
H2 -0.056 -1.865 1.424  -0.707
H3 -1.547 -1.217 -0.454  0.296
H4 -0.197 -0.611 -1.434  -0.864
C3 3.110 -2.753 2.246  -0.153
N1 3.300 -3.505 1.018  0.085
C4 2.387 -4.325 0.469  0.722
C5 2.766 -5.022 -0.800  -1.437
O5 1.243 -4.417 0.904  -0.446
H5 3.342 -1.695 2.105  -0.164
H6 3.871 -3.148 2.924  0.702
H7 2.093 -2.844 2.612  -0.414
H8 4.234 -3.539 0.646  0.236
H9 2.595 -6.096 -0.668  0.407
H10 3.809 -4.949 -1.112  0.417
H11 2.121 -4.782 -1.645  0.098
C6 0.409 -5.600 3.908  -0.691
C7 1.848 -5.532 4.308  -0.289
C8 1.971 -4.280 5.209  -0.433
O6 0.695 -3.641 5.067  -0.526
C9 -0.102 -4.197 4.005  0.904
H12 -0.079 -6.173 4.703  0.380
H13 0.348 -6.039 2.912  0.242
H14 2.580 -5.415 3.499  -0.056
H15 2.241 -6.450 4.756  0.426
H16 2.765 -3.653 4.794  0.138
H17 2.102 -4.371 6.287  0.359
H18 0.071 -3.683 3.052  -0.853
H19 -1.168 -4.127 4.209  0.443
C10 -2.483 3.152 1.725  1.270
C11 -3.822 3.370 2.441  -0.534
C12 -4.765 3.877 1.333  -0.301
O7 -3.870 4.631 0.495  -0.556
C13 -2.542 4.121 0.546  0.157
H20 -2.435 2.096 1.456  -1.032
H21 -1.652 3.340 2.402  0.170
H22 -3.653 4.110 3.223  0.300
H23 -4.169 2.435 2.886  0.308
H24 -5.526 4.563 1.697  0.343
H25 -5.177 3.098 0.687  0.054
H26 -1.929 5.012 0.672  -0.088
H27 -2.279 3.555 -0.353  -0.045
C14 1.456 6.591 0.973  -0.831
C15 1.649 5.254 0.232  0.721
C16 1.016 5.622 -1.108  0.111
O8 1.591 6.903 -1.361  -0.501
C17 1.538 7.651 -0.165  -0.536
H28 2.247 6.650 1.721  0.365
H29 0.481 6.637 1.457  0.254
H30 1.115 4.443 0.730  -0.304
H31 2.698 4.986 0.114  0.099
H32 -0.070 5.753 -1.018  0.167
H33 1.202 4.972 -1.960  -0.153
H34 0.761 8.404 -0.007  0.311
H35 2.488 8.189 -0.108  0.312
C18 1.047 2.015 -3.484  1.364
C19 1.058 2.366 -4.955  -0.681
C20 0.502 3.783 -4.890  -0.744
O9 -0.550 3.685 -3.911  -0.496
C21 -0.321 2.552 -3.066  0.858
H36 1.855 2.526 -2.961  -0.254
H37 1.024 0.938 -3.298  -0.792
H38 0.465 1.692 -5.576  0.331
H39 2.080 2.304 -5.340  0.423
H40 0.151 4.181 -5.840  0.364
H41 1.261 4.477 -4.514  0.251
H42 -1.043 1.775 -3.333  -0.074
H43 -0.309 2.824 -2.012  -0.548
C22 0.923 0.663 4.844  -0.290
C23 0.479 1.356 6.138  -0.650
C24 -0.968 1.696 5.710  -0.390
O10 -1.391 0.484 5.142  -0.428
C25 -0.345 -0.055 4.344  1.078
H44 1.701 -0.093 4.971  0.358
H45 1.232 1.419 4.122  0.028
H46 1.132 2.196 6.357  0.404
H47 0.363 0.626 6.936  0.290
H48 -1.062 2.549 5.028  0.056
H49 -1.541 1.993 6.591  0.401
H50 -0.505 0.153 3.279  -0.647
H51 -0.333 -1.139 4.477  -0.326
C26 -2.833 -3.807 -2.423  0.148
C27 -2.853 -2.901 -3.634  -0.638
C28 -1.460 -2.305 -3.733  0.057
O11 -0.760 -2.825 -2.581  -0.002
C29 -1.361 -4.075 -2.232  -0.741
H52 -3.467 -4.684 -2.561  0.601
H53 -3.151 -3.316 -1.497  -0.524
H54 -3.693 -2.213 -3.529  0.051
H55 -3.080 -3.531 -4.500  0.413
H56 -1.572 -1.225 -3.616  -0.270
H57 -0.920 -2.535 -4.652  0.457
H58 -1.054 -4.350 -1.220  0.269
H59 -0.939 -4.873 -2.862  0.257
C30 3.009 -1.987 -3.116  0.276
C31 1.726 -1.924 -3.949  0.998
C32 2.186 -1.287 -5.275  -0.714
O12 3.512 -0.797 -5.073  -0.509
C33 3.809 -0.837 -3.678  -0.138
H60 3.489 -2.948 -3.323  0.350
H61 2.818 -1.925 -2.044  -0.633
H62 1.023 -1.285 -3.408  -0.914
H63 1.253 -2.904 -4.007  0.433
H64 1.492 -0.487 -5.541  0.065
H65 2.244 -2.061 -6.042  0.361
H66 3.584 0.138 -3.232  -0.069
H67 4.865 -0.970 -3.442  0.486
C34 -5.319 0.680 -2.258  -0.733
C35 -5.126 1.813 -3.272  -0.770
C36 -3.687 1.587 -3.768  -0.404
O13 -3.177 0.483 -3.051  0.018
C37 -3.891 0.298 -1.835  1.087
H68 -5.745 -0.210 -2.722  0.383
H69 -5.979 1.050 -1.472  0.367
H70 -5.128 2.788 -2.781  0.292
H71 -5.839 1.869 -4.092  0.312
H72 -3.057 2.461 -3.566  0.054
H73 -3.621 1.372 -4.837  0.394
H74 -3.480 0.896 -1.014  -0.587
H75 -3.871 -0.762 -1.588  -0.359
C38 5.335 2.155 0.120  -0.544
C39 4.646 0.888 0.666  0.103
C40 5.168 -0.240 -0.220  0.273
O14 5.573 0.369 -1.445  -0.414
C41 5.334 1.779 -1.350  0.173
H76 6.375 2.206 0.443  0.323
H77 4.738 3.035 0.340  0.171
H78 3.568 1.000 0.576  -0.611
H79 4.815 0.692 1.727  0.590
H80 4.388 -0.989 -0.374  -0.424
H81 6.019 -0.677 0.310  0.370
H82 4.387 2.049 -1.832  -0.498
H83 6.116 2.255 -1.945  0.481
C42 -3.141 -2.084 3.129  0.532
C43 -3.529 -3.399 2.453  -0.421
C44 -4.433 -2.946 1.297  -0.707
O15 -3.799 -1.745 0.897  -0.279
C45 -3.483 -0.996 2.059  0.748
H84 -2.115 -1.932 3.448  -0.896
H85 -3.836 -1.964 3.962  0.555
H86 -4.106 -4.029 3.134  0.459
H87 -2.651 -3.934 2.091  0.081
H88 -5.482 -2.801 1.586  0.237
H89 -4.495 -3.663 0.478  0.407
H90 -4.377 -0.424 2.324  0.205
H91 -2.625 -0.335 1.946  -0.819

=====

# 2
Computed, not measured: a molecular structure, C20H34CaCl3F6NO2S6SbSi at a distorted geometry, with ωB97M-V/def2-TZVPD.

## Properties
Total energy   -6564.26416 Ha
HOMO (spin up / spin down)   -6.868 / -6.868 eV
Spin multiplicity   2
<S²>   0.75
HOMO-LUMO gap (spin up / spin down)   0.2296 / 0.1406 hartree
Relative energy (zero: lowest compared OMol25 entry of this formula, charge and spin)   1.2848 eV
Lowest unoccupied orbital energy (spin up / spin down)   -0.023 / -0.112 hartree

Last column: Mulliken spin population.
Geometry (Å):
Ca1 -0.352 -0.819 -0.522  -0.006
C1 -1.518 4.476 0.275  0.009
C2 -0.368 4.397 1.288  -0.023
S1 0.658 2.986 0.855  0.495
C3 1.881 2.898 2.160  -0.005
C4 2.667 1.590 2.015  0.004
S2 1.770 0.023 1.922  0.001
C5 0.906 -0.068 3.497  0.002
C6 -0.326 0.840 3.625  0.005
S3 -1.054 1.269 2.031  0.415
C7 -2.487 2.126 2.728  0.024
C8 -3.371 2.789 1.659  0.000
S4 -2.589 3.036 0.052  0.001
H1 -1.103 4.593 -0.730  -0.003
H2 -2.091 5.380 0.493  0.001
H3 -0.704 4.267 2.318  0.002
H4 0.210 5.321 1.239  0.007
H5 1.376 2.994 3.122  0.006
H6 2.581 3.732 2.068  0.009
H7 3.397 1.553 2.826  0.001
H8 3.230 1.597 1.079  -0.002
H9 1.591 0.115 4.325  0.001
H10 0.589 -1.108 3.557  -0.001
H11 -0.094 1.767 4.155  0.007
H12 -1.117 0.335 4.182  0.012
H13 -2.119 2.858 3.451  0.008
H14 -3.033 1.358 3.278  0.014
H15 -3.771 3.726 2.046  0.000
H16 -4.217 2.135 1.448  -0.001
C9 3.945 -4.932 0.018  0.000
Si1 4.797 -3.657 -1.025  0.000
C10 5.054 -4.306 -2.751  0.000
C11 6.461 -3.322 -0.232  0.000
C12 3.927 -1.990 -1.156  0.000
C13 4.726 -0.884 -1.377  -0.001
C14 4.203 0.413 -1.465  0.000
C15 2.845 0.537 -1.293  0.004
N1 2.034 -0.504 -1.096  0.000
C16 2.522 -1.769 -1.070  0.000
S5 1.324 -3.012 -0.969  0.000
H17 4.660 -5.727 0.245  0.000
H18 3.082 -5.357 -0.490  0.000
H19 3.586 -4.507 0.956  0.000
H20 5.651 -5.220 -2.762  0.000
H21 5.553 -3.565 -3.379  0.000
H22 4.084 -4.529 -3.200  0.000
H23 7.000 -4.258 -0.073  0.000
H24 6.318 -2.846 0.741  0.000
H25 7.102 -2.675 -0.831  0.000
H26 5.798 -1.010 -1.482  0.000
H27 4.826 1.273 -1.663  0.000
H28 2.353 1.506 -1.332  -0.002
F1 -2.494 -0.768 -0.037  0.002
Sb1 -2.917 -2.161 1.268  0.000
F2 -1.637 -3.173 0.344  0.000
F3 -1.391 -1.511 2.228  0.004
F4 -3.291 -3.439 2.567  0.000
F5 -3.932 -0.819 2.122  0.001
F6 -4.319 -2.687 0.166  0.000
C17 -0.647 -3.287 -4.328  0.000
S6 -1.722 -3.834 -2.995  0.000
C18 -3.188 -2.860 -3.394  0.000
H29 -0.514 -2.206 -4.297  0.000
H30 -1.038 -3.590 -5.300  0.000
H31 0.323 -3.753 -4.166  0.000
H32 -3.512 -3.038 -4.420  0.000
H33 -3.004 -1.794 -3.259  0.000
H34 -3.983 -3.172 -2.719  0.000
Cl1 -0.007 1.133 -5.104  0.000
C19 -0.657 1.812 -3.623  0.000
Cl2 -2.392 2.155 -3.807  0.000
Cl3 0.196 3.333 -3.243  0.002
C20 -0.536 0.796 -2.449  -0.005
O1 -0.772 -0.394 -2.689  0.000
O2 -0.246 1.275 -1.322  0.011

=====

# 3
Computed, not measured: a molecular structure, C30H32BCdN10O9P2 at a distorted geometry, with ωB97M-V/def2-TZVPD.

## Properties
Total charge   -2
Total energy   -3262.81407 Ha
HOMO (spin up / spin down)   -1.852 / -2.663 eV
Spin multiplicity   2
<S²>   0.77
HOMO-LUMO gap (spin up / spin down)   0.2184 / 0.2483 hartree
Relative energy (zero: lowest compared OMol25 entry of this formula, charge and spin)   0.4508 eV
Lowest unoccupied orbital energy (spin up / spin down)   0.150 / 0.150 hartree

Last column: Mulliken spin population.
Geometry (Å):
Cd1 -0.637 -0.099 -0.089  -0.036
C1 -0.467 -1.545 3.921  -0.006
C2 0.808 -0.753 3.621  0.001
C3 1.575 -0.067 4.627  0.000
C4 2.622 0.464 3.887  0.000
N1 2.461 0.242 2.544  0.000
N2 1.380 -0.687 2.409  0.000
B1 2.664 1.250 1.354  0.001
N3 1.377 2.179 1.089  0.000
C5 1.378 3.485 1.575  0.000
C6 0.280 3.635 2.404  0.000
C7 -0.463 2.388 2.307  0.001
C8 -1.636 1.953 3.080  -0.001
N4 0.108 1.578 1.432  0.000
N5 2.902 0.434 0.007  0.001
C9 4.024 0.018 -0.615  -0.001
C10 3.712 -1.013 -1.507  0.002
C11 2.289 -1.162 -1.442  0.001
C12 1.454 -2.105 -2.142  -0.001
N6 1.812 -0.239 -0.579  -0.001
N7 3.837 2.245 1.586  0.000
C13 4.885 2.286 2.459  0.000
C14 5.743 3.358 2.124  0.000
C15 5.199 3.825 0.900  0.000
C16 5.715 4.883 -0.072  0.000
N8 4.034 3.234 0.624  0.000
H1 -0.108 -2.472 4.392  0.000
H2 -1.156 -0.981 4.587  0.000
H3 -0.973 -1.889 2.983  0.006
H4 1.488 -0.145 5.699  0.000
H5 3.527 1.029 4.249  0.000
H6 2.087 4.266 1.317  0.000
H7 0.120 4.382 3.181  0.000
H8 -2.670 2.189 2.681  0.000
H9 -1.622 0.908 3.214  0.000
H10 -1.635 2.448 4.043  0.000
H11 4.985 0.403 -0.315  0.000
H12 4.283 -1.673 -2.187  0.000
H13 0.995 -2.803 -1.475  0.001
H14 0.664 -1.530 -2.645  -0.008
H15 1.987 -2.599 -2.898  0.000
H16 5.046 1.540 3.179  0.000
H17 6.587 3.757 2.663  0.000
H18 6.813 4.955 -0.047  0.000
H19 5.252 4.697 -1.064  0.000
H20 5.330 5.842 0.306  0.000
O1 -0.999 1.333 -1.892  0.015
C17 -0.737 1.070 -3.163  0.008
C18 0.335 1.747 -3.865  0.001
C19 0.481 1.659 -5.207  0.004
C20 -0.488 0.917 -5.925  -0.003
C21 -1.474 0.240 -5.305  -0.004
C22 -1.606 0.270 -3.922  0.017
C23 -2.458 -0.774 -3.155  -0.046
N9 -1.590 -1.576 -2.219  0.550
N10 -2.106 -2.721 -1.915  0.115
C24 -1.880 -3.160 -0.604  0.135
O2 -1.140 -2.577 0.248  0.154
C25 -2.583 -4.375 -0.209  -0.060
C26 -3.347 -5.197 -1.101  0.062
C27 -3.942 -6.329 -0.597  -0.024
C28 -3.847 -6.708 0.708  0.047
C29 -3.053 -6.008 1.583  -0.029
C30 -2.445 -4.803 1.108  0.050
H21 1.057 2.214 -3.191  0.000
H22 1.213 2.198 -5.754  0.000
H23 -0.416 0.725 -6.991  0.000
H24 -2.149 -0.366 -5.924  0.000
H25 -2.951 -1.369 -3.902  -0.005
H26 -3.421 -4.887 -2.142  0.005
H27 -4.536 -6.965 -1.267  -0.001
H28 -4.329 -7.663 0.992  0.004
H29 -2.864 -6.360 2.614  -0.002
H30 -1.891 -4.234 1.799  0.011
O3 -3.105 2.462 -2.458  0.000
P1 -4.185 1.331 -2.296  0.003
O4 -5.371 1.465 -3.194  0.002
O5 -3.434 -0.151 -2.383  0.016
O6 -4.665 1.347 -0.773  0.001
P2 -4.094 0.933 0.711  0.003
O7 -4.999 -0.361 0.925  0.000
O8 -4.268 2.125 1.643  0.000
O9 -2.688 0.414 0.536  0.012
H31 -2.207 2.053 -2.045  -0.001
H32 -5.875 -0.028 1.160  0.000

=====

The lowest total energy belongs to which entry? C20H34CaCl3F6NO2S6SbSi

=====

total energy of number 2 (C20H34CaCl3F6NO2S6SbSi)? -6564.26416 Ha

=====

Which of these has the highest total energy? C30H32BCdN10O9P2

=====

Among the records above, which one has the lowest total energy? C20H34CaCl3F6NO2S6SbSi